{
  "formula": "C20H33N3O4S",
  "method": "wB97M-V/def2-TZVPD",
  "smiles": "CCNS(=O)(=O)CC(=O)N(C)C[C@H](C)NC(=O)C[C@H](C)c1ccc(CC)cc1",
  "spin_multiplicity": 1,
  "e_above_lowest_kcal_mol": 2.89,
  "e_homo_ev": -8.84,
  "gap_ha": 0.3454,
  "charge": 0,
  "symbols": ["C", "C", "N", "S", "O", "O", "C", "C", "O", "N", "C", "C", "C", "C", "N", "C", "O", "C", "C", "C", "C", "C", "C", "C", "C", "C", "C", "C", "H", "H", "H", "H", "H", "H", "H", "H", "H", "H", "H", "H", "H", "H", "H", "H", "H", "H", "H", "H", "H", "H", "H", "H", "H", "H", "H", "H", "H", "H", "H", "H", "H"],
  "positions_angstrom": [[-3.9575, -3.7090, 1.2118], [-2.7056, -3.5023, 2.0488], [-1.4705, -3.7966, 1.3065], [-0.7301, -2.6840, 0.3693], [-0.1555, -3.4019, -0.7392], [-1.6182, -1.5671, 0.1496], [0.6612, -2.0462, 1.3116], [0.1378, -1.0632, 2.3444], [-0.7183, -1.4464, 3.1298], [0.5504, 0.2270, 2.2719], [1.6634, 0.6868, 1.4506], [-0.3002, 1.2464, 2.8906], [-0.7171, 2.3114, 1.8808], [-1.3920, 3.4960, 2.5651], [-1.4861, 1.6886, 0.8144], [-1.5322, 2.2671, -0.4109], [-1.1217, 3.4024, -0.6042], [-2.0636, 1.4036, -1.5344], [-1.1319, 1.4653, -2.7572], [-1.7186, 0.6364, -3.9024], [0.2909, 1.0561, -2.4106], [0.6531, -0.2785, -2.2370], [1.9755, -0.6363, -2.0105], [2.9809, 0.3256, -1.9533], [4.4242, -0.0700, -1.7616], [4.8381, -0.1376, -0.2905], [2.6130, 1.6624, -2.0818], [1.2902, 2.0225, -2.3009], [-4.8465, -3.5021, 1.8080], [-3.9573, -3.0418, 0.3498], [-4.0281, -4.7376, 0.8526], [-2.6299, -2.4793, 2.4098], [-2.7094, -4.1457, 2.9297], [-1.4079, -4.7119, 0.8743], [1.1473, -2.8962, 1.7850], [1.3050, -1.6174, 0.5499], [2.4521, -0.0599, 1.4208], [1.3615, 0.9303, 0.4281], [2.0869, 1.5793, 1.9121], [-1.1635, 0.7461, 3.3249], [0.2428, 1.7378, 3.7030], [0.1829, 2.7178, 1.4078], [-0.7323, 3.9069, 3.3301], [-1.6048, 4.2731, 1.8335], [-2.3286, 3.1978, 3.0409], [-1.6995, 0.7039, 0.8774], [-2.1901, 0.3701, -1.2078], [-3.0458, 1.7914, -1.8156], [-1.0926, 2.5093, -3.0747], [-1.0587, 0.6431, -4.7707], [-1.8733, -0.4022, -3.6053], [-2.6866, 1.0397, -4.2045], [-0.0951, -1.0585, -2.2954], [2.2275, -1.6861, -1.9084], [4.5939, -1.0420, -2.2297], [5.0638, 0.6441, -2.2849], [5.8868, -0.4192, -0.1884], [4.6992, 0.8286, 0.1978], [4.2407, -0.8778, 0.2459], [3.3748, 2.4328, -2.0371], [1.0252, 3.0671, -2.4098]]
}